# 1
C38H43Br2F4N8OPS2Yb | ωB97M-V with the def2-TZVPD basis set

CARTESIAN COORDINATES (ANGSTROEM)
H 8.138 6.422 16.820
C 16.026 14.920 11.940
C 18.077 10.278 9.940
H 15.241 9.701 7.361
N 10.899 8.984 15.981
N 15.777 9.597 19.230
C 8.923 7.137 16.606
F 17.549 16.826 12.038
C 17.310 15.449 11.988
H 11.249 11.018 11.405
H 12.106 10.511 18.746
H 8.981 8.173 9.432
C 9.621 9.193 15.644
Br 13.964 12.929 11.563
N 11.140 12.447 14.916
H 12.253 10.177 17.159
C 10.258 6.914 17.007
O 13.066 9.001 12.559
H 11.425 8.299 9.934
H 18.764 10.522 16.234
H 9.117 12.126 14.292
H 11.303 14.417 15.759
H 6.367 7.234 11.858
C 14.713 9.408 17.214
C 6.944 7.254 10.913
N 13.925 10.093 18.126
H 17.326 8.059 12.166
H 14.799 12.080 15.754
C 14.207 10.887 20.557
H 16.634 8.611 17.564
P 16.260 10.907 12.062
H 9.706 13.855 14.156
H 14.675 10.232 9.787
H 13.114 10.783 20.753
C 18.532 10.052 15.292
C 8.418 7.119 11.221
C 16.004 9.913 8.110
C 9.990 12.767 14.011
H 9.387 12.551 11.972
H 10.691 5.791 13.379
F 14.955 15.769 11.886
H 8.245 5.967 13.010
H 14.809 10.482 21.402
H 14.840 6.761 11.492
C 11.930 13.706 15.138
H 14.710 13.007 14.423
C 10.323 12.512 12.549
H 6.609 6.393 10.278
H 9.443 10.146 15.177
H 13.416 6.237 10.563
H 18.727 6.962 13.836
H 14.430 11.988 20.487
C 13.890 7.077 11.068
S 12.828 7.483 12.467
C 15.768 13.568 11.910
H 13.012 12.897 16.789
C 18.361 9.987 8.603
H 10.241 10.430 12.555
N 14.132 12.485 15.092
H 12.113 14.185 14.174
Yb 12.709 10.644 13.919
C 18.478 8.015 13.965
N 10.902 11.157 12.339
C 17.720 8.631 13.025
N 12.683 10.690 17.924
C 8.610 8.264 15.857
C 11.177 7.136 11.810
C 10.307 6.381 12.566
H 13.999 7.954 10.437
H 13.783 14.347 16.140
F 19.662 15.045 12.259
H 6.717 8.202 10.411
H 19.495 8.182 15.828
C 17.821 10.719 14.301
H 17.555 9.723 6.637
C 9.363 7.703 10.363
Br 6.938 8.494 15.030
C 18.149 13.174 12.089
C 17.420 10.039 13.139
H 18.864 10.439 10.657
H 17.661 11.772 14.406
C 14.625 10.193 19.319
H 11.032 13.265 12.162
C 8.925 6.439 12.327
C 16.736 10.411 10.376
C 17.337 9.877 7.693
C 15.706 10.175 9.437
C 11.222 7.799 16.578
C 16.823 12.646 12.018
F 19.227 12.341 11.972
N 15.818 9.119 17.929
H 19.388 9.945 8.255
C 10.739 7.738 10.617
C 13.266 13.416 15.868
H 10.780 12.198 15.866
H 12.313 7.664 16.730
C 18.899 8.728 15.085
C 18.382 14.562 12.125
H 10.536 6.068 17.635
S 14.538 9.115 15.588

The value obtained for the total energy is -9830.1988 Ha. The value obtained for the HOMO energy (spin up / spin down) is -14.88 / -14.88 eV. The frontier orbital gap (spin up / spin down) is 7.317 / 5.480 eV. Its total charge is +3. For the energy above the lowest of the compared OMol25 structures with the same formula, charge and spin, the calculation gives 48.0 kcal/mol. Its spin multiplicity is 2. The calculation puts the molar mass at 1131.8 g mol⁻¹. The LUMO energy (spin up / spin down) comes out at -7.560 / -9.397 eV.

These are the Löwdin partial charges, in e, on atoms 1 to 2: 0.13 -0.23



# 2
C38H43ClCoN5O5 | ωB97M-V with the def2-TZVPD basis set

CARTESIAN COORDINATES (ANGSTROEM)
H -1.551 -0.812 0.718
C 5.902 0.287 0.943
H -4.167 -1.626 -3.358
N -2.302 -3.042 -2.092
H 3.241 2.795 -0.259
H 5.403 -0.886 -0.758
O -1.400 -0.979 -1.955
C 4.388 -0.191 -4.130
Co 0.653 -1.096 -1.533
H 6.664 -0.406 1.263
H -3.086 -0.257 -3.702
C 0.261 -5.377 -1.504
H -5.581 -0.435 2.374
C -4.843 0.344 2.595
O -2.855 -0.196 5.081
H -1.346 -2.865 -0.267
H -0.815 1.674 1.885
H -3.687 -1.383 3.092
C 5.586 1.362 -5.515
C -0.597 -0.888 1.195
H -0.547 2.947 4.649
C -3.483 -0.362 2.761
C -4.427 0.959 0.184
N -0.350 -0.804 2.502
H -5.968 4.448 0.679
C 5.104 0.080 -5.277
C -4.962 3.128 -0.679
C -1.717 2.123 2.292
H -5.946 2.855 2.538
H -0.543 -0.647 4.516
C 5.165 0.009 -0.192
H -0.407 -6.101 -1.062
C -0.720 1.878 4.557
H 6.246 1.665 2.544
C -1.992 1.654 3.723
H 2.378 -2.723 -3.165
C 4.703 2.339 1.219
H -1.991 -4.487 -0.628
N 0.676 -3.105 -2.093
H 5.762 3.359 -4.751
C -4.910 1.316 1.451
C -5.520 3.477 0.551
C 2.289 -4.797 -2.610
O 2.186 2.608 -2.101
H -3.624 0.336 5.312
H -3.280 2.300 5.366
C -5.494 2.577 1.597
H -5.159 0.812 3.526
H 4.522 2.879 -2.686
C -3.141 -1.332 -3.567
H -2.550 1.917 1.628
H -2.830 -1.807 -4.496
N 0.966 -0.871 2.691
H 2.545 -1.067 1.340
C -0.119 -4.045 -1.562
C -3.078 2.556 4.329
H 0.161 1.444 4.089
H -4.041 1.569 -1.827
H 3.599 -1.301 -1.220
C 5.671 1.451 1.657
O 1.056 0.683 -2.152
C -1.201 -0.827 3.664
H -4.047 -0.037 0.008
H 4.508 3.242 1.776
H 6.099 1.580 -6.439
H 4.015 -1.188 -3.948
C 2.040 1.424 -2.077
Cl -4.945 4.257 -1.964
C 1.500 -5.757 -1.995
C 3.459 0.514 -1.906
H 3.240 -5.045 -3.050
C -1.476 -3.622 -1.049
C 4.695 2.095 -3.408
H 1.823 -6.781 -1.921
H -1.564 3.198 2.306
N 0.549 -1.018 0.528
C 5.387 2.364 -4.571
H -2.726 3.583 4.322
O 3.001 -0.830 -1.819
H -2.907 -3.666 -2.603
H -3.996 2.529 3.757
C -2.201 -1.761 -2.480
C 3.975 2.076 0.071
H -3.022 -0.418 1.783
H -0.834 1.468 5.557
C -2.417 0.144 3.783
C -4.436 1.850 -0.865
C 1.825 -3.496 -2.653
H -1.600 -1.840 3.790
C 4.191 0.809 -3.172
C 1.490 -0.995 1.506
C 4.195 0.910 -0.650
H 5.285 -0.713 -5.987

The value obtained for the total energy is -3966.3042 Ha. The value obtained for the HOMO energy (spin up / spin down) is -12.43 / -12.43 eV. The frontier orbital gap (spin up / spin down) is 7.146 / 3.249 eV. Its total charge is +2. For the energy above the lowest of the compared OMol25 structures with the same formula, charge and spin, the calculation gives 33.3 kcal/mol. Its spin multiplicity is 5. The calculation puts the molar mass at 744.2 g mol⁻¹. The LUMO energy (spin up / spin down) comes out at -5.285 / -9.182 eV.

These are the Löwdin partial charges, in e, on atoms 1 to 2: 0.12 -0.05



So what do the calculations give for strongest force on any atom? Going down the list: 0.0629; 0.0298 hartree/bohr.